1.
{"formula": "C12H11FNSbSe4Sn", "method": "the ωB97M-V functional and the def2-TZVPD basis", "e_tot_ev": -290585.2558, "spin_multiplicity": 1, "homo_ev": -8.03, "homo_lumo_gap_ev": 6.64, "elements": ["Sn", "Se", "Sb", "Se", "Se", "Se", "N", "C", "C", "C", "C", "C", "C", "H", "H", "H", "H", "H", "H", "H", "F", "C", "C", "C", "C", "C", "C", "H", "H", "H", "H"], "xyz": [[-0.110346, 0.546865, 0.592623], [2.515519, 3.331370, 3.553467], [0.304375, 2.867443, 2.873788], [0.281834, 0.096978, 2.963678], [0.393403, 2.936320, 0.184827], [-1.891044, 3.535342, 3.410441], [2.188300, 0.131086, 0.075345], [2.598819, -0.913231, -0.823809], [2.554046, -0.692712, -2.193364], [2.886592, -1.718900, -3.063176], [3.259078, -2.962304, -2.569805], [3.307917, -3.171274, -1.198887], [2.976069, -2.149081, -0.321642], [2.573834, 0.021137, 1.011320], [2.428550, 1.058375, -0.269656], [2.257911, 0.279396, -2.572249], [2.846771, -1.549003, -4.130924], [3.507215, -3.764987, -3.250711], [3.598627, -4.136899, -0.807082], [3.008301, -2.308187, 0.750241], [-6.103705, -0.441281, -0.337793], [-4.776836, -0.258882, -0.241281], [-4.299914, 0.987783, 0.101630], [-2.923917, 1.170342, 0.195418], [-2.075033, 0.090638, -0.021548], [-2.577377, -1.158528, -0.376147], [-3.945601, -1.333578, -0.499249], [-4.981763, 1.803756, 0.297068], [-2.546144, 2.155777, 0.443357], [-1.919463, -1.997457, -0.560530], [-4.373615, -2.285201, -0.783152]], "atomic_forces_ev_per_a": [[0.3, 0.4, 0.3], [-0.1, 0.1, 0.1], [0.3, -0.3, -0.1], [0.0, 0.3, 0.0], [-0.1, 0.0, 0.2], [0.1, 0.0, 0.1], [-0.5, -0.3, -0.4], [0.1, -0.1, 0.0], [0.0, 0.1, 0.0], [0.0, 0.0, 0.0], [0.0, 0.0, 0.0], [0.0, 0.0, 0.0], [0.0, 0.0, 0.1], [-0.1, 0.0, 0.1], [0.0, 0.1, 0.1], [0.0, 0.0, 0.0], [0.0, 0.0, 0.0], [0.0, 0.0, 0.0], [0.0, 0.0, 0.0], [0.0, 0.0, 0.0], [0.0, 0.0, 0.0], [0.0, 0.0, 0.0], [0.2, 0.1, 0.0], [-0.3, -0.1, -0.1], [0.2, -0.4, -0.5], [-0.1, 0.1, 0.0], [0.0, -0.1, 0.0], [0.0, 0.0, 0.0], [0.0, 0.0, 0.1], [0.0, 0.0, 0.0], [0.0, 0.0, 0.0]], "nbo_charge": [1.351, -0.570, 1.048, -0.570, -0.591, -0.563, -0.833, 0.110, -0.208, -0.197, -0.217, -0.180, -0.247, 0.436, 0.436, 0.215, 0.224, 0.224, 0.224, 0.226, -0.315, 0.419, -0.268, -0.199, -0.439, -0.196, -0.277, 0.243, 0.256, 0.219, 0.237]}

2.
{"formula": "C12H11I", "method": "the ωB97M-V functional and the def2-TZVPD basis", "e_tot_ev": -20716.7054, "spin_multiplicity": 3, "homo_ev": [-6.11, -8.76], "homo_lumo_gap_ev": [6.51, 7.17], "elements": ["C", "C", "C", "C", "C", "C", "C", "C", "C", "C", "C", "C", "I", "H", "H", "H", "H", "H", "H", "H", "H", "H", "H", "H"], "xyz": [[-0.175443, 0.278835, 3.683134], [-1.136206, -0.427850, 3.062101], [0.909618, 0.768632, 2.894707], [-0.939440, -0.896208, 1.720937], [1.055443, 0.465713, 1.554771], [0.179904, -0.550764, 0.967476], [0.829423, -1.430689, -2.643376], [1.107091, -1.601658, -1.196571], [0.022896, -0.468771, -3.046950], [0.469987, -0.950444, -0.319283], [-0.621519, 0.339166, -2.026052], [-0.445931, 1.873694, -2.134308], [-2.625106, -0.021838, -1.696541], [-0.362968, 0.438163, 4.776004], [-2.023206, -0.791589, 3.430709], [1.702068, 1.481004, 3.403581], [-1.609873, -1.462499, 1.145050], [1.946865, 0.920208, 1.086420], [1.350142, -2.132607, -3.273604], [1.911594, -2.368807, -0.844657], [-0.170658, -0.241022, -4.024297], [-0.977005, 2.313976, -1.249426], [-0.971252, 2.309440, -2.927209], [0.573573, 2.155913, -2.342613]], "atomic_forces_ev_per_a": [[0.5, 1.0, 1.3], [0.8, -1.8, -4.2], [1.3, 1.4, 1.3], [0.5, 1.0, 1.1], [0.3, -0.3, 1.2], [1.8, 2.1, -0.1], [1.1, -0.9, 0.7], [2.0, -2.4, -1.7], [0.3, -0.6, 2.4], [-0.9, 0.1, 3.8], [-0.8, 3.3, -2.0], [-0.3, -1.3, 2.0], [-0.5, -0.6, 0.3], [0.8, 0.4, -1.1], [-1.8, -0.4, 1.7], [-1.8, -1.6, -1.1], [-1.4, -0.9, 0.1], [-0.8, -0.6, -0.3], [0.0, 0.2, -0.5], [-1.3, 1.2, -0.8], [-0.4, 0.4, -2.6], [1.2, 0.0, -0.4], [-1.2, 0.2, -1.7], [0.6, 0.1, 0.7]], "lowdin_spin": [0.135, -0.003, -0.018, 0.169, 0.098, 0.064, 0.040, 0.082, 0.061, 0.453, 0.642, 0.063, 0.110, 0.007, -0.005, -0.003, 0.012, 0.005, 0.002, 0.039, 0.016, 0.006, 0.023, 0.002]}

3.
{"formula": "C12H11N", "method": "the ωB97M-V functional and the def2-TZVPD basis", "e_tot_ev": -14104.2353, "spin_multiplicity": 1, "homo_ev": [-6.68, -6.71], "homo_lumo_gap_ev": [6.24, 6.24], "elements": ["C", "C", "C", "C", "C", "C", "C", "C", "C", "C", "C", "C", "N", "H", "H", "H", "H", "H", "H", "H", "H", "H", "H", "H"], "xyz": [[2.821305, 0.938514, 2.259845], [1.512327, 1.448839, 2.154501], [-2.917726, 0.109790, 0.047887], [-0.752260, 0.688897, 1.279531], [3.438894, 0.082619, 1.395856], [-3.095209, -0.395905, -1.151737], [0.657640, 0.717726, 1.162102], [-1.517368, 0.127183, 0.318656], [1.416740, 0.301710, 0.178704], [-0.823900, -0.602535, -0.841513], [2.740112, -0.247197, 0.081458], [-1.956896, -1.395622, -2.987178], [-1.866282, -0.864897, -1.652164], [3.369215, 1.122863, 3.148140], [1.275634, 2.367400, 2.686287], [-3.654329, 0.603809, 0.612841], [-1.019977, 1.257058, 2.194794], [4.375313, -0.313438, 1.811493], [-3.911559, -0.567579, -1.791014], [3.222080, 0.412559, -0.671632], [2.745558, -1.325874, -0.233563], [-1.931639, -0.546632, -3.519012], [-1.231616, -2.056169, -3.337384], [-2.896057, -1.863119, -3.146899]], "atomic_forces_ev_per_a": [[0.2, -0.5, -0.5], [-0.3, -1.4, -0.7], [-0.5, 1.0, 0.8], [-0.7, 1.0, 0.2], [-0.3, 0.0, 1.0], [0.6, -0.7, -0.4], [1.8, 1.9, 1.9], [1.4, -1.1, -0.9], [-1.5, -1.3, -1.5], [-0.9, -0.1, 0.3], [1.8, 1.0, -0.1], [-0.2, -0.9, 1.6], [0.8, -0.1, 1.5], [0.5, 0.7, 0.8], [-0.5, -0.2, -0.2], [-0.8, 0.3, 0.7], [-0.8, -0.6, -0.8], [-0.4, -0.4, -0.9], [-1.3, 0.1, -0.2], [0.2, -1.0, -0.3], [0.0, 1.1, 0.2], [0.1, 2.8, -2.9], [1.6, -1.0, 0.1], [-0.9, -0.5, 0.1]], "nbo_charge": [-0.258, -0.204, -0.249, -0.045, -0.200, -0.043, -0.278, -0.187, 0.319, 0.119, -0.592, -0.389, -0.403, 0.211, 0.211, 0.221, 0.218, 0.209, 0.204, 0.239, 0.279, 0.200, 0.221, 0.195]}

4.
{"formula": "C12H11N4O9", "method": "the ωB97M-V functional and the def2-TZVPD basis", "e_tot_ev": -36999.4704, "spin_multiplicity": 1, "smiles": "CCOC(=O)[C@H](C(C)=O)[C@@H]1C(=[N+]([O-])[O-])C=C([N+](=O)[O-])c2no[n+]([O-])c21", "homo_ev": -4.16, "homo_lumo_gap_ev": 6.47, "total_charge": -1, "elements": ["C", "C", "O", "C", "O", "C", "C", "C", "O", "C", "C", "N", "O", "O", "C", "C", "N", "O", "O", "C", "N", "O", "N", "O", "C", "H", "H", "H", "H", "H", "H", "H", "H", "H", "H", "H"], "xyz": [[-3.912780, -3.021362, 0.369893], [-3.053878, -1.794571, 0.528060], [-1.679886, -2.072424, 0.169624], [-0.922468, -0.969564, 0.321207], [-1.344628, -0.001032, 0.991557], [0.477378, -1.117107, -0.290971], [1.440346, -1.556233, 0.815922], [2.061276, -2.923180, 0.601036], [1.610954, -0.856328, 1.806290], [0.824432, 0.508697, -0.485131], [2.025072, 1.256246, -0.094074], [3.228756, 0.471721, -0.163763], [4.270993, 0.897836, 0.341560], [3.146920, -0.650281, -0.729893], [2.085902, 2.641888, 0.190168], [0.965070, 3.448717, 0.008705], [1.005794, 4.827096, 0.469679], [0.020984, 5.582228, 0.403910], [2.105346, 5.197525, 0.943534], [-0.130208, 2.856341, -0.717492], [-1.207758, 3.469782, -1.237661], [-1.967968, 2.455258, -1.804550], [-1.325630, 1.210939, -1.675311], [-1.850320, 0.191771, -2.095406], [-0.167192, 1.462812, -0.943555], [-4.957200, -2.739331, 0.535124], [-3.826842, -3.429180, -0.637824], [-3.661555, -3.791756, 1.100855], [-3.416256, -1.000200, -0.149665], [-3.092052, -1.407292, 1.561521], [0.355719, -2.017576, -0.958806], [1.343596, -3.756723, 0.475677], [2.723876, -2.897068, -0.272574], [2.696062, -3.158643, 1.451398], [1.138504, -0.367618, -1.413546], [2.989637, 3.048623, 0.584515]], "atomic_forces_ev_per_a": [[0.1, -0.2, 0.0], [-0.5, 0.4, 0.1], [-0.3, 0.3, -0.2], [-1.1, 1.5, 2.8], [1.6, -2.4, -2.1], [-2.2, 0.8, 4.3], [-0.4, 0.2, 1.3], [0.5, -0.3, 0.2], [0.0, -1.2, -1.2], [0.8, -3.3, -5.2], [1.6, -0.7, 0.5], [-0.6, 1.0, 0.4], [-0.2, -0.3, -0.5], [0.3, 0.7, 0.4], [-1.0, -1.8, -0.1], [0.3, 0.6, 0.1], [0.7, 0.2, 0.1], [1.0, -1.4, -0.2], [-1.3, -0.2, -0.4], [-1.8, 1.2, -0.2], [1.1, -1.5, 0.5], [-0.1, -0.2, -0.3], [3.4, 2.4, 2.6], [-0.3, -0.7, -0.3], [-2.9, -1.2, -1.7], [0.1, 0.0, 0.0], [0.0, -0.1, 0.0], [0.1, 0.0, -0.1], [0.3, -0.2, 0.3], [0.1, -0.2, -0.5], [0.6, 1.7, -0.7], [0.0, 0.6, 0.0], [-0.3, 0.0, 0.1], [0.0, 0.0, 0.2], [0.3, 3.8, -0.2], [0.4, 0.2, 0.0]], "nbo_charge": [-0.624, -0.078, -0.521, 0.813, -0.606, -0.454, 0.613, -0.729, -0.544, -0.234, -0.056, 0.502, -0.439, -0.509, -0.066, -0.138, 0.516, -0.409, -0.460, 0.181, -0.117, -0.189, 0.375, -0.488, 0.051, 0.213, 0.211, 0.203, 0.202, 0.199, 0.272, 0.220, 0.255, 0.233, 0.329, 0.272]}

5.
{"formula": "C12H11NO", "method": "the ωB97M-V functional and the def2-TZVPD basis", "e_tot_ev": -16157.8705, "spin_multiplicity": 1, "smiles": "Nc1ccc(Oc2ccccc2)cc1", "homo_ev": -8.22, "homo_lumo_gap_ev": 9.13, "elements": ["N", "C", "C", "C", "C", "O", "C", "C", "C", "C", "C", "C", "C", "C", "H", "H", "H", "H", "H", "H", "H", "H", "H", "H", "H"], "xyz": [[0.965533, -0.659427, 4.570036], [0.968523, -0.216948, 3.239002], [1.596579, -1.001785, 2.376673], [1.707026, -0.737326, 0.984711], [1.023711, 0.354469, 0.441615], [1.021610, 0.705857, -0.884118], [-0.038803, 0.389140, -1.761420], [-1.127496, -0.418601, -1.529014], [-2.175091, -0.601967, -2.481482], [-1.974936, -0.127025, -3.809641], [-0.921203, 0.698824, -4.052417], [0.034914, 0.999020, -3.054971], [0.418718, 1.165072, 1.384410], [0.211098, 0.872236, 2.705697], [0.530308, 0.059927, 5.255352], [0.818548, -1.593427, 4.674155], [1.859378, -1.938768, 2.843879], [2.019323, -1.548654, 0.273042], [-1.197741, -1.045416, -0.531053], [-2.799025, -1.445104, -2.227139], [-2.769055, -0.281788, -4.628275], [-0.562796, 1.253018, -4.978605], [0.848821, 1.583197, -3.344891], [-0.052539, 2.132729, 1.097318], [-0.405405, 1.402744, 3.437136]], "atomic_forces_ev_per_a": [[-0.6, 5.9, 1.1], [-2.4, 1.6, 1.0], [1.5, -1.7, -2.9], [-1.2, -1.6, -0.9], [0.7, -0.7, 1.5], [-0.5, -0.4, -1.1], [0.7, 1.5, -1.2], [-1.2, -1.7, 2.1], [2.8, -0.5, -0.7], [-3.1, -0.5, -0.1], [3.2, 2.1, 0.0], [-1.6, -2.1, 1.3], [-2.2, 2.7, -0.3], [1.9, -1.3, 1.9], [0.9, -2.4, -1.5], [-0.7, -2.8, 0.9], [0.9, -0.4, -0.6], [0.2, 1.0, 0.9], [0.2, 1.6, -2.0], [-0.8, 0.4, -0.3], [1.4, 0.0, 1.5], [-1.5, -1.2, 0.6], [1.2, 1.0, 0.0], [0.3, -0.9, -0.4], [0.1, 0.4, -0.7]], "nbo_charge": [-0.820, 0.149, -0.246, -0.220, 0.244, -0.491, 0.296, -0.283, -0.201, -0.238, -0.216, -0.234, -0.235, -0.238, 0.384, 0.377, 0.202, 0.223, 0.229, 0.220, 0.222, 0.226, 0.216, 0.222, 0.213]}

6.
{"formula": "C12H11NO2", "method": "the ωB97M-V functional and the def2-TZVPD basis", "e_tot_ev": -18204.9335, "spin_multiplicity": 1, "smiles": "OCc1ccncc1Oc1ccccc1", "homo_ev": -8.93, "homo_lumo_gap_ev": 9.41, "elements": ["O", "C", "C", "C", "C", "N", "C", "C", "O", "C", "C", "C", "C", "C", "C", "H", "H", "H", "H", "H", "H", "H", "H", "H", "H", "H"], "xyz": [[-2.786895, 2.882487, 1.274331], [-1.619944, 2.129019, 0.809962], [-1.731697, 0.696229, 0.785316], [-2.673202, 0.083266, 1.661046], [-2.724051, -1.307386, 1.641797], [-1.921629, -2.033093, 0.869879], [-1.044528, -1.415017, 0.015892], [-0.880448, -0.078836, -0.017622], [0.086451, 0.598326, -0.684701], [1.342976, -0.032829, -0.941718], [1.928673, 0.003164, -2.217365], [3.273472, -0.398359, -2.382286], [3.968046, -0.905878, -1.285412], [3.391060, -0.964394, -0.029860], [2.092324, -0.428700, 0.176307], [-3.408937, 3.134460, 0.287678], [-1.326755, 2.517902, -0.221610], [-0.729175, 2.595856, 1.376379], [-3.355614, 0.665227, 2.275789], [-3.354380, -1.894685, 2.422325], [-0.480728, -2.211418, -0.435702], [1.377406, 0.449331, -3.115348], [3.761869, -0.354968, -3.345555], [4.927782, -1.335465, -1.388035], [4.047841, -1.158707, 0.868443], [1.659580, -0.304046, 1.173109]], "atomic_forces_ev_per_a": [[-2.1, 0.3, -4.9], [1.4, 4.7, -1.2], [-1.4, -1.6, 1.7], [0.7, 0.0, -1.5], [-0.2, -1.0, 1.3], [-0.1, 0.6, -0.4], [-1.3, -3.0, 1.7], [-0.2, 1.1, 0.9], [1.3, -0.3, -1.3], [0.1, 0.6, 0.6], [-0.3, 0.8, -1.1], [-1.0, -0.3, 0.8], [-0.9, -0.2, -0.2], [-0.4, 1.4, 1.6], [0.5, -0.6, -0.6], [2.9, -1.3, 4.8], [-0.6, -0.6, 1.0], [-1.2, -1.3, -0.2], [0.4, 0.0, -0.2], [1.0, 1.1, -1.6], [0.7, 0.6, -0.8], [0.7, -0.8, 1.6], [-0.2, 0.1, -0.1], [1.0, -0.1, -0.3], [-1.0, -0.2, -1.1], [0.2, -0.2, -0.3]], "nbo_charge": [-0.713, -0.103, -0.070, -0.233, 0.020, -0.412, -0.055, 0.254, -0.495, 0.276, -0.249, -0.197, -0.225, -0.197, -0.252, 0.465, 0.194, 0.207, 0.242, 0.196, 0.222, 0.235, 0.221, 0.214, 0.222, 0.232]}